Here is an isolated molecule of C7H14 in a non-equilibrium geometry from the OMol25 dataset. Energies are from the ωB97M-V functional and the def2-TZVPD basis.

Cartesian coordinates (Å):
C: -0.780 0.045 -2.842
C: -0.329 0.380 -1.435
C: 0.163 -0.526 -0.592
C: 0.948 -1.733 -1.022
C: 0.520 -0.165 0.869
C: -0.219 1.035 1.433
C: -0.273 0.984 2.956
H: -0.852 -1.032 -2.914
H: -1.720 0.564 -2.993
H: -0.135 0.474 -3.616
H: -0.657 1.292 -0.944
H: 1.063 -1.745 -2.108
H: 1.921 -1.811 -0.554
H: 0.439 -2.655 -0.708
H: 1.591 0.037 0.843
H: 0.141 -1.047 1.380
H: -1.258 1.068 1.072
H: 0.230 1.967 1.100
H: -0.764 0.111 3.385
H: 0.757 0.928 3.290
H: -0.786 1.829 3.402

Force components x, y, z for each atom (eV/Å):
C 0.557 1.107 0.573
C -0.918 -0.807 0.448
C 2.443 1.286 0.469
C -1.191 -0.846 -0.500
C -1.696 0.269 -1.649
C -1.056 -0.100 0.317
C 0.445 -0.031 0.070
H -0.238 -0.028 -0.477
H -0.448 -0.413 -0.136
H 0.221 -0.303 0.039
H -0.119 0.187 -0.560
H 0.109 -0.215 0.141
H 0.254 0.411 0.094
H -0.015 -0.019 -0.200
H 0.105 -0.605 0.674
H 0.894 -0.209 0.729
H 0.240 -0.165 -0.130
H 0.171 0.147 0.043
H -0.115 -0.279 -0.439
H 0.189 0.248 0.517
H 0.169 0.367 -0.026

Energy   -7485.12353 eV
Energy above the lowest of the compared OMol25 structures with the same formula, charge and spin   27.0 kcal/mol
Structure (SMILES)   C/C=C(\C)CCC
Kohn-Sham gap   9.896 eV